35
Properties=species:S:1:pos:R:3 method="wB97M-V/def2-TZVPD" de_lowest_kj_mol=400.11 spin_multiplicity=1 homo_ev="-11.0419 / -11.0427" lumo_energy_ev="-3.178 / -3.177" total_charge=+1
C 1.74815 0.61262 -1.82414
C 1.20941 -0.49968 -1.35711
C 2.56568 1.27740 -0.73044
C -2.23883 -1.41874 -0.96063
C 2.55011 0.24211 0.37310
C 0.14457 -0.72418 0.70839
C -1.96930 0.84433 -0.50996
C 2.34708 0.84751 1.82684
C -2.69351 2.17709 -0.43898
C -3.53868 -0.47151 0.68749
C 2.00601 -2.13593 0.26138
N -2.66203 -0.38575 -0.35548
N 1.47300 -0.79903 0.06116
S -0.48212 0.74386 0.98816
H 1.72520 0.93541 -2.84855
H 0.70176 -1.29129 -1.78025
H 3.50360 1.53096 -0.99953
H 1.94628 2.19733 -0.38553
H -1.54370 -1.47182 -1.84038
H -2.63183 -2.37305 -0.64224
H 3.48893 -0.36196 0.37758
H 0.03981 -1.40121 1.55417
H -1.24893 0.75773 -1.29461
H 1.47658 1.50498 1.91729
H 3.23706 1.42460 2.10591
H 2.22334 -0.09898 2.39820
H -3.19029 2.16198 0.49510
H -3.37528 2.21996 -1.19429
H -2.09067 2.99877 -0.50706
H -4.15247 0.49352 0.69507
H -4.16311 -1.35968 0.55535
H -2.82209 -0.43642 1.66214
H 2.31602 -2.25206 1.26270
H 1.21945 -2.99412 0.12349
H 2.88078 -2.49472 -0.38435

89
Properties=species:S:1:pos:R:3 method="wB97M-V/def2-TZVPD" s2=2.019 de_lowest_kj_mol=70.29 spin_multiplicity=3 homo_ev="-4.2062 / -4.2155" lumo_energy_ev="2.075 / 1.446" total_charge=-1
Pd 1.29810 -1.42781 0.85469
Se -4.11816 1.09175 -4.03116
P -3.69550 0.95415 -1.96456
C -5.21306 0.86647 -0.95956
C -5.48816 -0.21598 -0.13309
C -6.65586 -0.23485 0.62146
C -7.54761 0.82349 0.55296
C -7.27950 1.90322 -0.28154
C -6.12048 1.92188 -1.03736
C -2.90515 2.48517 -1.36327
C -3.14558 2.98002 -0.08649
C -2.55093 4.16185 0.33532
C -1.72806 4.86698 -0.52778
C -1.50862 4.39508 -1.81624
C -2.09746 3.21442 -2.23439
C -2.73926 -0.47846 -1.47000
C -1.63231 -0.78968 -0.66298
N -1.50597 -2.13615 -0.69168
N -2.48126 -2.62237 -1.43277
N -3.22965 -1.64948 -1.92343
P -0.34293 0.06752 0.22388
Se 3.17256 0.45235 1.73825
C -1.12966 0.94876 1.60713
C -0.39796 1.81862 2.41774
C -1.00556 2.42709 3.50402
C -2.32865 2.14448 3.82091
C -3.03852 1.22995 3.05789
C -2.43985 0.63343 1.95670
C 0.32825 1.27559 -0.97227
C 0.23802 0.97058 -2.33213
C 0.85539 1.77663 -3.27679
C 1.57187 2.89714 -2.87755
C 1.66734 3.20416 -1.52843
C 1.05669 2.39601 -0.58004
H -4.80165 -1.05205 -0.09412
H -6.86533 -1.08419 1.25944
H -8.45550 0.80764 1.14340
H -7.97768 2.72856 -0.34453
H -5.91258 2.75366 -1.70061
H -3.80779 2.45284 0.58500
H -2.73419 4.52266 1.33966
H -1.26044 5.78778 -0.20014
H -0.87237 4.94685 -2.49686
H -1.95332 2.85352 -3.24440
H 0.66207 1.96318 2.24514
H -0.42939 3.10157 4.12507
H -2.79461 2.61602 4.67764
H -4.06164 0.97846 3.30943
H -2.99835 -0.07421 1.35686
H -0.32468 0.10436 -2.65410
H 0.75597 1.53505 -4.32868
H 2.04435 3.53483 -3.61658
H 2.22050 4.07803 -1.20509
H 1.17089 2.63900 0.46492
Te 0.21147 -1.67216 3.15745
S 1.73559 -2.04454 -1.50644
C 2.88948 -0.97045 -2.10747
N 3.44487 -1.09561 -3.34910
C 4.14025 0.14405 -3.69062
C 4.43021 0.71385 -2.29697
N 3.38136 0.09403 -1.50431
H 2.92662 -1.61560 -4.03751
H 3.48631 0.81659 -4.25260
H 5.04394 -0.04882 -4.26627
H 4.35443 1.79945 -2.26369
H 5.41587 0.41189 -1.92984
H 3.26144 0.24601 -0.47384
C 5.61330 -4.00069 0.97981
C 4.59414 -2.92280 0.63602
As 2.85468 -3.15200 1.48405
C 3.32221 -3.57296 3.33010
C 4.03609 -2.44351 4.06031
C 2.26456 -4.89973 0.82597
C 0.74475 -5.03217 0.80960
H 6.53472 -3.85332 0.41203
H 5.24179 -5.00148 0.74702
H 5.87648 -3.98060 2.03849
H 4.38056 -2.90108 -0.43474
H 4.92232 -1.92382 0.92746
H 3.92857 -4.48180 3.29389
H 2.38257 -3.83052 3.82509
H 4.98272 -2.19197 3.57859
H 4.24322 -2.73086 5.09388
H 3.43553 -1.53412 4.06021
H 2.71947 -5.65913 1.46719
H 2.68567 -5.01617 -0.17494
H 0.33051 -4.94381 1.81556
H 0.44933 -6.00091 0.40153
H 0.26823 -4.25078 0.21521

13
Properties=species:S:1:pos:R:3 method="wB97M-V/def2-TZVPD" de_lowest_kj_mol=312.22 spin_multiplicity=1 homo_ev=-7.7004 lumo_energy_ev=0.823 smiles="Nc1c[nH]o/c1=N/S" total_charge=0
N -0.49734 1.67147 0.09000
C 0.29856 0.51976 0.01660
C 1.64160 0.39835 0.01370
N 2.02418 -0.95872 -0.07220
O 0.83670 -1.70490 -0.00158
C -0.24981 -0.84740 0.01748
N -1.39938 -1.38760 0.02864
S -2.78692 -0.38489 0.06529
H -1.26603 1.68262 -0.55961
H 0.03237 2.51647 0.02961
H 2.41686 1.16268 -0.00435
H 2.57294 -1.30388 0.72317
H -3.62372 -1.36396 -0.34673

16
Properties=species:S:1:pos:R:3 method="wB97M-V/def2-TZVPD" de_lowest_kj_mol=154.09 spin_multiplicity=1 homo_ev=-13.2716 lumo_energy_ev=-4.430 total_charge=+1
C 2.16020 -0.51349 -0.72992
C 0.58452 0.51412 0.88278
C 0.88898 -0.71554 0.07508
N -0.52612 1.10560 1.04470
S -2.86173 0.28152 -0.73044
S -4.33120 -0.45263 0.51576
H 1.90274 0.27545 -1.57324
H 2.90732 -0.23837 -0.12370
H 2.57354 -1.31258 -1.27571
H 1.50644 1.17318 1.22076
H 0.09734 -1.00712 -0.58965
H 1.02166 -1.37805 0.95464
H -4.39309 -1.76604 -0.02235
H -1.40758 0.76113 0.72310
H -0.43900 2.00321 1.50064
H -3.62979 0.70865 -1.76477

79
Properties=species:S:1:pos:R:3 method="wB97M-V/def2-TZVPD" s2=6.104 spin_multiplicity=5 homo_ev="-12.1428 / -13.0168" lumo_energy_ev="-6.136 / -10.253" total_charge=+2
Ru 0.71711 0.13901 -0.55369
C -1.67651 -0.68511 1.45606
C -1.28382 -1.57834 0.44266
C 0.64399 -0.75452 1.50018
C -0.52852 -0.16476 2.09613
C 0.17734 -1.64857 0.42625
C -3.08291 -0.46976 1.89198
H -3.77118 -0.56594 1.03994
H -3.20935 0.52253 2.33740
H -3.38548 -1.21770 2.64363
C -0.51983 0.65284 3.32563
H -1.38009 1.33763 3.35213
H 0.39655 1.25272 3.37492
H -0.56908 0.02710 4.23252
C 1.90422 -0.98100 2.25528
H 1.77005 -1.78277 3.00143
H 2.19292 -0.07110 2.78944
H 2.73338 -1.25968 1.59773
C 0.93883 -2.85295 0.00109
H 0.97982 -3.56937 0.83125
H 1.96231 -2.58887 -0.28604
H 0.44211 -3.32991 -0.84900
C -2.17963 -2.46944 -0.31449
H -2.43840 -3.36307 0.27938
H -1.70527 -2.81082 -1.24278
H -3.12639 -1.97137 -0.56756
C 0.00811 2.08908 -1.37207
C -1.11620 1.29058 -1.09630
C -1.90380 0.53102 -2.12341
C -1.05275 -0.36049 -3.05708
C 0.25838 -0.82693 -2.49926
C 1.48050 -0.12005 -2.53924
C 1.66600 1.23408 -3.15873
C 0.62253 2.29984 -2.72698
H -2.49942 1.22985 -2.73662
H -0.89290 0.17096 -4.01789
H -2.62569 -0.10449 -1.59016
H -0.16473 2.39226 -3.49513
H 0.19694 2.89675 -0.66255
H -1.66717 1.53351 -0.17746
H 1.14533 3.26569 -2.69900
H 2.66079 1.59572 -2.87818
H 2.39032 -0.72688 -2.48823
H 1.67032 1.15800 -4.25791
H -1.65092 -1.25360 -3.29593
H 0.35283 -1.91447 -2.44433
P -0.33712 1.49134 -5.83199
C -0.51307 3.29061 -6.21149
C -1.50468 0.85665 -7.11272
P 2.02405 -0.43440 -6.41196
C 1.23193 1.20320 -6.77185
C 1.32359 -1.33480 -7.87896
C 3.63037 -0.06933 -7.27237
H 0.34238 3.84059 -5.80021
H -1.43330 3.66786 -5.74602
H -0.56307 3.43673 -7.29962
H -1.35428 1.42013 -8.04269
H -2.53064 1.01042 -6.75713
H -1.35105 -0.21492 -7.29072
H 3.45981 0.19647 -8.32471
H 4.25554 -0.96928 -7.21414
H 4.14124 0.75299 -6.75976
H 1.94423 2.00874 -6.53406
H 0.97390 1.24830 -7.84499
H 1.82337 -2.30812 -7.94728
H 1.51867 -0.76339 -8.79491
H 0.24839 -1.50222 -7.76328
Se 2.65982 1.37957 0.06790
C 2.36628 2.35501 1.69645
C 3.24916 2.15436 2.78967
C 3.07812 2.85811 3.98253
C 2.04313 3.78819 4.10773
C 1.17728 4.00901 3.02888
C 1.33721 3.30244 1.83348
H 4.06530 1.44157 2.67487
H 3.76377 2.68201 4.81744
H 1.91347 4.34808 5.03782
H 0.37100 4.73970 3.10495
H 0.66755 3.49318 0.99876

9
Properties=species:S:1:pos:R:3 method="wB97M-V/def2-TZVPD" de_lowest_kj_mol=414.98 spin_multiplicity=1 homo_ev=-9.0091 lumo_energy_ev=-0.167 total_charge=0
C -1.45285 2.02914 0.16718
C 0.82262 -1.73089 0.16416
C 0.66461 -0.92850 -1.03851
O -1.96945 2.66735 -0.67584
O 1.85449 -1.32732 -0.79271
I 0.74730 1.83253 -0.03199
H 0.72360 -1.44009 1.20483
H 0.59603 -2.82026 -0.12921
H -1.98634 1.71805 1.13209

62
Properties=species:S:1:pos:R:3 method="wB97M-V/def2-TZVPD" de_lowest_kj_mol=603.33 spin_multiplicity=1 homo_ev=-9.4302 lumo_energy_ev=0.035 smiles="NC(N)=O.CO.CO.CO.CO.CO.CO.CO.CO.CO" total_charge=0
N -12.24795 -20.92087 4.66868
C -11.76347 -19.72358 4.68361
N -12.20437 -19.02324 5.66845
O -10.90831 -19.31061 3.91167
H -11.96951 -21.39828 3.82330
H -13.02826 -21.22574 5.23284
H -12.22091 -18.01347 5.65452
H -12.81235 -19.50203 6.31746
C -8.39154 -20.83567 2.26003
O -9.45316 -21.36118 2.94348
H -8.56549 -20.95966 1.19117
H -8.24330 -19.77418 2.45842
H -7.54007 -21.29274 2.76419
H -9.83410 -20.69159 3.51631
C -15.16764 -20.00088 3.00741
O -16.59212 -20.20005 2.96937
H -14.77161 -19.51441 2.11600
H -14.88024 -19.46051 3.90936
H -14.62892 -20.94322 3.10681
H -16.95484 -20.20986 3.85816
C -11.44332 -15.66360 5.14495
O -12.24797 -16.21000 6.20838
H -12.07692 -15.52257 4.26930
H -11.21108 -14.66542 5.51616
H -10.56701 -16.30329 5.04026
H -11.73661 -16.46503 6.97978
C -13.61393 -24.45668 3.90701
O -12.94412 -24.76289 5.13015
H -13.01358 -24.89240 3.10837
H -14.64994 -24.79477 3.88520
H -13.64497 -23.37139 3.81067
H -11.98824 -24.68218 5.16748
C -13.03997 -18.78316 9.19737
O -12.13617 -19.03129 10.32192
H -12.79713 -19.54063 8.45214
H -14.04422 -18.95597 9.58429
H -12.98739 -17.74818 8.85948
H -12.26594 -19.88558 10.74020
C -15.09263 -22.63768 6.35974
O -14.85285 -21.30171 6.00750
H -15.64209 -23.12620 5.55504
H -14.27087 -23.29038 6.65434
H -15.84550 -22.76016 7.13837
H -15.62849 -20.85206 6.35070
C -8.33012 -20.14726 6.12333
O -8.75796 -19.89715 7.45704
H -8.32512 -21.20336 5.85364
H -8.91521 -19.54413 5.42905
H -7.29873 -19.80987 6.02089
H -9.17289 -19.03924 7.57288
C -11.77196 -21.66745 0.40766
O -13.00793 -20.97188 0.22262
H -11.46194 -22.34097 -0.39131
H -10.94019 -20.97914 0.55770
H -11.92611 -22.25981 1.30958
H -12.87246 -20.14538 -0.24657
C -8.95161 -17.17946 2.26713
O -7.76399 -16.80773 1.62931
H -8.73070 -17.76722 3.15810
H -9.71091 -16.40061 2.33748
H -9.35943 -17.80303 1.47155
H -7.34727 -16.12100 2.15499

77
Properties=species:S:1:pos:R:3 method="wB97M-V/def2-TZVPD" s2=2.027 spin_multiplicity=3 homo_ev="-6.7916 / -7.7565" lumo_energy_ev="-1.111 / -1.512" total_charge=0
Ti -0.59506 0.14561 -0.54736
O 0.12818 -0.54813 -7.17829
C -0.68143 0.24717 -6.67983
O -1.41011 1.13320 -7.14537
C -0.79953 0.10545 -5.11176
C -1.65404 0.94032 -4.39614
C -1.68489 0.82278 -3.01535
N -0.83826 -0.03421 -2.40898
C -0.18470 -1.00017 -3.08929
C -0.12728 -0.93272 -4.47157
C 0.17438 -2.07821 -2.18422
C 0.79401 -3.26931 -2.55772
C 0.81326 -4.32794 -1.67769
C 0.19679 -4.18070 -0.43205
C -0.34183 -2.96193 -0.09837
N -0.32401 -1.89509 -0.91587
C -2.60860 1.38161 -2.03986
C -3.62614 2.28469 -2.32055
C -4.50449 2.65490 -1.32279
C -4.38232 2.06511 -0.06485
C -3.36843 1.16186 0.15200
N -2.45535 0.83905 -0.78285
H -2.27276 1.63886 -4.94390
H 0.40278 -1.65265 -5.08182
H 1.21840 -3.35465 -3.54876
H 1.26943 -5.26907 -1.95224
H 0.14285 -5.00683 0.26309
H -0.82924 -2.82181 0.85706
H -3.70963 2.68774 -3.32044
H -5.28424 3.37858 -1.51637
H -5.06772 2.31252 0.73357
H -3.25633 0.67709 1.11363
C 4.33955 -1.10888 0.49501
Si 3.38184 0.48769 0.17982
C 4.53141 1.95601 -0.06714
C 2.31859 0.22284 -1.36581
C 2.26233 0.94078 1.65636
Te 0.50599 -0.24779 2.04729
C 1.56623 -2.08007 2.42751
Si 0.70777 -2.96959 3.87164
C 0.61076 -1.78649 5.34033
C 1.68432 -4.51641 4.32530
C -1.06638 -3.45749 3.43237
H 5.12692 -1.21099 -0.25503
H 3.70315 -1.99267 0.42749
H 4.81855 -1.10937 1.47641
H 5.18596 1.80079 -0.92746
H 5.16790 2.12085 0.80436
H 3.95925 2.86757 -0.24835
H 2.65771 -0.60553 -1.98733
H 2.27503 1.11752 -1.98753
H 1.29803 0.00219 -1.03617
H 1.86442 1.94421 1.49695
H 2.83163 0.95416 2.58828
H 2.57815 -1.80469 2.72677
H 1.63298 -2.69110 1.52914
H 1.45000 -1.08906 5.36563
H 0.60518 -2.34298 6.27953
H -0.30608 -1.19751 5.29490
H 2.68241 -4.27108 4.69250
H 1.79935 -5.19833 3.48065
H 1.16416 -5.05840 5.11816
H -1.64893 -2.59248 3.10251
H -1.56445 -3.85741 4.31763
H -1.11539 -4.22778 2.65994
F -3.55841 6.36944 2.04202
C -2.73454 5.54628 1.39995
C -2.27617 5.85920 0.13015
F -2.66459 6.99689 -0.44122
C -1.42543 4.99598 -0.53388
F -1.00117 5.31698 -1.75324
C -1.00524 3.78926 0.02785
Se 0.18788 2.65083 -0.88779
C -1.48035 3.52707 1.30683
F -1.11655 2.38357 1.91119
C -2.32395 4.37029 1.99724
F -2.74353 4.05254 3.22417

23
Properties=species:S:1:pos:R:3 method="wB97M-V/def2-TZVPD" de_lowest_kj_mol=317.75 spin_multiplicity=1 homo_ev=-8.5702 lumo_energy_ev=0.942 smiles="CC/C=C/NCC.O" total_charge=0
C -0.37674 -1.84823 -2.39002
C -0.40548 -2.18940 -0.90639
C -0.14669 -0.80374 -0.26884
C 0.70987 0.15748 -0.56889
N 0.79832 1.44174 0.10735
C -0.28244 1.84191 1.00841
C -1.67897 2.08584 0.50376
H -0.60059 -2.79218 -2.95893
H 0.64280 -1.39151 -2.40142
H -1.16766 -1.14897 -2.65032
H -1.32381 -2.69537 -0.53009
H 0.39094 -2.87442 -0.57052
H -1.03025 -0.55123 0.39789
H 1.59361 0.00485 -1.27498
H 0.95503 2.16784 -0.49870
H -0.07304 2.82540 1.49697
H -0.24743 1.05828 1.75289
H -2.36188 1.21514 0.07178
H -2.36543 2.51795 1.32481
H -1.83336 2.74834 -0.40690
O 1.53744 -0.67480 2.22424
H 0.79250 -1.03691 1.93287
H 1.82351 -0.20417 1.50105

58
Properties=species:S:1:pos:R:3 method="wB97M-V/def2-TZVPD" de_lowest_kj_mol=187.10 spin_multiplicity=1 homo_ev=-10.2749 lumo_energy_ev=-4.504 total_charge=+1
C 6.07971 1.48835 1.30363
N 4.66171 1.25051 1.48112
C 3.68709 2.18527 1.28017
C 2.43231 1.64639 1.71367
C 1.19122 2.24223 1.98361
C -0.09209 1.84964 1.50777
C -0.37747 0.64121 0.78972
C -1.65915 0.09025 0.79455
C -2.71618 0.76841 1.47633
N -3.94846 0.18672 1.64466
C -4.31736 -1.03323 0.95441
C -3.12720 -1.97490 0.83952
C -1.94030 -1.25902 0.20164
C -5.09392 0.96612 2.07845
C -4.69520 2.00654 3.11502
C -3.59951 2.89135 2.56225
C -2.49426 2.11518 1.90418
C -1.22808 2.66558 1.81514
C 2.69628 0.25917 2.05320
C 1.92022 -0.71231 2.66773
C 2.54928 -1.92878 2.98796
C 3.95211 -2.04619 3.00414
C 4.76766 -1.05395 2.42460
C 4.10686 0.06158 1.93274
H 6.63650 0.63560 1.67170
H 6.31312 1.63513 0.24941
H 6.37837 2.37758 1.85695
H 3.95665 3.18338 0.93950
H 1.21094 3.13826 2.62361
H 0.44402 0.07270 0.32522
H -5.13554 -1.50615 1.51600
H -4.72747 -0.81369 -0.05560
H -2.84851 -2.34792 1.83541
H -3.43539 -2.83693 0.23752
H -2.14904 -1.12999 -0.87256
H -1.05321 -1.89837 0.28108
H -5.58066 1.46771 1.21311
H -5.84088 0.27226 2.49227
H -5.57573 2.59846 3.37013
H -4.33891 1.51509 4.02636
H -4.01263 3.57896 1.80911
H -3.18129 3.50492 3.36803
H -1.06381 3.69416 2.15784
H 0.87101 -0.52387 2.92859
H 1.90998 -2.78261 3.26536
H 4.39755 -2.92734 3.46680
H 5.84610 -1.17172 2.32951
N 1.00600 -0.99905 5.85804
C 1.48161 -2.24475 5.82236
C 1.41584 -3.19086 6.84128
C 0.86401 -2.80728 8.06630
C 0.38772 -1.50021 8.16607
C 0.46107 -0.63542 7.03521
H 1.97130 -2.56735 4.92880
H 1.81623 -4.18407 6.64050
H 0.81906 -3.50927 8.89676
H -0.04448 -1.11835 9.08972
H 0.06584 0.38919 7.10230

4
Properties=species:S:1:pos:R:3 method="wB97M-V/def2-TZVPD" de_lowest_kj_mol=222.95 spin_multiplicity=1 homo_ev="-11.6952 / -9.6099" lumo_energy_ev="-1.748 / -3.954" total_charge=0
O 1.71102 -1.06477 -0.22906
S 1.80307 0.23425 0.39595
Cl 0.03882 1.19690 -0.23010
Cl -3.55292 -0.36638 0.06321

11
Properties=species:S:1:pos:R:3 method="wB97M-V/def2-TZVPD" de_lowest_kj_mol=599.69 spin_multiplicity=1 homo_ev=-9.4509 lumo_energy_ev=-1.505 smiles="N/N=c1/ncnno1" total_charge=0
N -2.14037 -0.86272 -0.67417
N -1.53177 -0.14773 0.34596
C -0.41168 0.27247 0.29817
N 0.44031 0.56057 1.36751
C 1.67567 0.85239 1.04981
N 2.14465 0.95802 -0.27000
N 1.59246 0.40372 -1.27247
O 0.18419 -0.32677 -1.05446
H -1.58630 -1.57132 -1.24624
H -2.82751 -1.36964 -0.22119
H 2.46035 1.23102 1.67709